Record 1
{
  "formula": "C15H31N3O24S4",
  "method": "wB97M-V/def2-TZVPD",
  "e_tot_ha": -4152.3968,
  "de_lowest_kj_mol": 412.2,
  "homo_lumo_gap_ev": 9.980,
  "largest_force_ha_per_bohr": 0.0852,
  "e_lumo_ha": -0.0045,
  "symbols": ["C", "N", "O", "O", "H", "H", "H", "C", "N", "O", "O", "H", "H", "H", "C", "N", "O", "O", "H", "H", "H", "O", "S", "O", "O", "C", "C", "O", "H", "H", "H", "H", "O", "S", "O", "O", "C", "C", "O", "H", "H", "H", "H", "O", "S", "O", "O", "C", "C", "O", "H", "H", "H", "H", "O", "S", "O", "O", "C", "C", "O", "H", "H", "H", "H", "O", "C", "C", "C", "C", "O", "H", "H", "H", "H", "H", "H"],
  "xyz": [[-0.173, 2.322, -7.339], [-0.114, 3.254, -6.210], [-0.143, 2.784, -5.047], [0.003, 4.453, -6.448], [-1.075, 1.788, -7.042], [0.784, 1.803, -7.405], [-0.398, 2.799, -8.293], [-0.595, 7.362, -2.826], [-0.679, 6.405, -1.681], [-1.783, 6.009, -1.261], [0.442, 6.088, -1.172], [0.370, 7.125, -3.276], [-0.784, 8.327, -2.358], [-1.260, 7.191, -3.673], [-5.004, -3.290, 0.083], [-5.955, -2.623, -0.840], [-7.192, -2.887, -0.761], [-5.537, -1.848, -1.651], [-4.171, -2.596, 0.198], [-4.651, -4.129, -0.516], [-5.520, -3.686, 0.958], [0.126, -4.376, 6.189], [-0.165, -3.136, 5.451], [-0.539, -3.219, 4.017], [-1.173, -2.100, 6.321], [-0.832, -0.739, 6.164], [0.681, -0.890, 6.284], [1.131, -2.087, 5.625], [-1.263, -0.595, 5.173], [-1.423, -0.250, 6.937], [0.955, -0.825, 7.337], [1.004, -0.040, 5.683], [6.977, -5.120, 1.103], [5.712, -4.379, 1.242], [4.436, -4.965, 0.776], [5.527, -3.706, 2.774], [6.266, -2.494, 2.932], [5.866, -1.794, 1.589], [5.820, -2.816, 0.622], [5.806, -2.046, 3.814], [7.306, -2.776, 3.097], [6.672, -1.119, 1.300], [4.863, -1.386, 1.712], [-6.604, 1.576, 1.769], [-6.189, 1.162, 3.076], [-6.468, -0.154, 3.637], [-4.611, 1.492, 3.357], [-4.366, 2.844, 3.617], [-5.448, 3.040, 4.678], [-6.568, 2.313, 4.198], [-3.436, 2.968, 4.172], [-4.475, 3.522, 2.771], [-5.833, 4.058, 4.615], [-5.198, 2.786, 5.708], [1.932, -2.285, -7.497], [2.410, -2.177, -6.126], [1.443, -1.728, -5.117], [3.220, -3.453, -5.619], [4.346, -3.052, -4.802], [4.746, -1.655, -5.387], [3.760, -1.212, -6.232], [4.032, -2.963, -3.762], [5.020, -3.905, -4.719], [5.639, -1.772, -6.001], [4.917, -0.968, -4.559], [0.127, 1.785, 1.985], [0.018, 1.009, 1.045], [-0.577, 1.336, -0.339], [-0.660, -0.014, -0.882], [0.318, -0.854, -0.133], [0.307, -0.316, 1.149], [-1.470, 1.904, -0.077], [0.154, 1.929, -0.889], [-1.697, -0.267, -0.662], [-0.465, 0.013, -1.954], [0.029, -1.903, -0.067], [1.330, -0.851, -0.538]],
  "lowdin_charge": [0.0387, -0.4337, 0.0324, 0.0514, 0.1069, 0.1092, 0.0985, 0.0363, -0.3966, 0.0445, 0.0198, 0.0951, 0.1045, 0.0950, 0.0468, -0.4378, 0.0217, 0.0697, 0.0956, 0.1020, 0.1029, -0.2540, 0.7811, -0.2672, -0.2468, -0.1719, -0.1809, -0.1977, 0.1302, 0.1420, 0.1340, 0.1302, -0.2561, 0.7865, -0.2559, -0.2410, -0.1505, -0.1744, -0.2318, 0.1336, 0.1272, 0.1306, 0.1315, -0.2185, 0.7090, -0.2379, -0.2169, -0.1790, -0.1822, -0.2147, 0.1378, 0.1378, 0.1298, 0.1324, -0.2438, 0.6997, -0.2549, -0.2005, -0.1230, -0.2107, -0.1850, 0.1203, 0.1337, 0.1307, 0.1297, 0.0806, -0.4374, -0.0855, -0.1859, -0.1855, 0.0321, 0.1356, 0.1347, 0.1266, 0.1272, 0.1328, 0.1292]
}


Record 2
{
  "formula": "CCl3FS",
  "method": "wB97M-V/def2-TZVPD",
  "e_tot_ha": -1916.6173,
  "de_lowest_kj_mol": 230.5,
  "homo_lumo_gap_ev": [8.255, 6.775],
  "largest_force_ha_per_bohr": 0.0545,
  "e_lumo_ha": [-0.0351, -0.0786],
  "symbols": ["C", "F", "S", "Cl", "Cl", "Cl"],
  "xyz": [[-0.942, -0.214, 0.082], [-1.229, 0.100, 1.342], [1.839, 1.180, 0.241], [-1.900, 0.804, -0.845], [-0.829, -1.919, -0.186], [3.061, 0.049, -0.635]],
  "lowdin_charge": [-1.2943, -0.1043, 0.0487, 0.6931, 0.6428, 0.0140]
}


> Which formula does entry 1 have?

C15H31N3O24S4